Record 1
This record from OMol25 describes a cluster of 5 separate species, CH11O4S in total. The level of theory is the ωB97M-V functional and the def2-TZVPD basis.

Summary:
highest occupied orbital energy: -3.2 eV
LUMO: 2.8 eV
calculated total energy: -20241.51501 eV
Kohn-Sham gap: 0.221 Ha
relative energy (zero: lowest compared OMol25 entry of this formula, charge and spin): 32.4 kcal per mole
spin multiplicity: 1
charge: -1

Last column: natural (NBO) charge in e.
Atoms and positions in Å:
S (-0.1876, 0.4076, 1.4267)  -0.703
O (-2.9203, 2.2007, 1.3625)  -0.989
O (1.5724, -0.9678, -5.7470)  -0.943
O (-2.3570, -2.8258, 0.0169)  -0.930
O (3.1107, -0.7299, 1.7632)  -0.959
C (0.7463, 1.6606, 0.4457)  -0.748
H (-1.6148, -2.3026, -0.0952)  0.476
H (1.3976, -0.2186, -5.1915)  0.471
H (0.1327, 2.2053, -0.2414)  0.170
H (-2.0184, 1.8118, 1.6396)  0.498
H (1.1172, 2.4700, 1.0480)  0.181
H (1.4979, -1.7397, -5.1512)  0.472
H (3.5760, -0.0815, 1.1380)  0.446
H (-2.5635, 2.8651, 0.7601)  0.444
H (-1.9376, -3.5797, 0.4101)  0.450
H (2.2282, -0.6193, 1.3336)  0.497
H (1.4631, 1.2873, -0.3159)  0.166

Record 2
This record from OMol25 describes a cluster of 2 separate species, C3H7O3 in total. The level of theory is the ωB97M-V functional and the def2-TZVPD basis.

Summary:
highest occupied orbital energy: -4.0 eV
LUMO: 3.9 eV
calculated total energy: -9368.07234 eV
Kohn-Sham gap: 0.292 Ha
relative energy (zero: lowest compared OMol25 entry of this formula, charge and spin): 25.0 kcal per mole
spin multiplicity: 1
charge: -1

Last column: natural (NBO) charge in e.
Atoms and positions in Å:
O (-0.9501, -0.1835, -0.5611)  -0.811
O (0.7476, 3.3015, 0.7261)  -0.760
O (1.1489, -0.9651, -0.7721)  -0.790
C (-0.0897, -1.0978, -0.6584)  0.759
C (-0.6544, -2.5342, -0.6531)  -0.733
C (0.5774, 1.8659, 0.8367)  -0.249
H (-0.9812, -2.7855, 0.3569)  0.197
H (1.4043, 1.5200, 1.4622)  0.155
H (-0.3556, 1.6280, 1.3462)  0.161
H (-0.0757, 3.6457, 0.3701)  0.451
H (0.6479, 1.3931, -0.1291)  0.231
H (-1.5211, -2.5554, -1.3211)  0.197
H (0.1016, -3.2327, -1.0032)  0.193

Record 3
This record from OMol25 describes a structure of composition C39H40BrGeN6O6S3V. The level of theory is the ωB97M-V functional and the def2-TZVPD basis.

Summary:
highest occupied orbital energy (alpha / beta): -8.2 / -7.8 eV
LUMO (alpha / beta): -0.3 / -0.3 eV
calculated total energy: -247070.51184 eV
Kohn-Sham gap (alpha / beta): 0.291 / 0.276 Ha
relative energy (zero: lowest compared OMol25 entry of this formula, charge and spin): 77.6 kcal per mole
spin multiplicity: 3
charge: 0

Last column: Löwdin spin population.
Atoms and positions in Å:
Br (0.0057, -0.8501, 2.5801)  0.002
Ge (-1.5298, -0.4569, -1.6968)  -0.050
V (0.0434, 1.2026, -0.6522)  2.013
S (4.8018, 1.3006, 3.8813)  0.000
S (2.5735, -2.0353, 0.3719)  -0.002
S (2.4417, -1.2524, -2.5859)  0.001
O (-2.1725, 4.4104, -0.1340)  -0.002
O (-1.3091, 2.5576, -1.0687)  0.005
O (3.2230, -0.2118, -1.5417)  0.003
O (1.5602, 0.2932, 0.0017)  0.013
O (5.8745, 2.1308, 4.3501)  0.000
O (5.0007, -0.1050, 3.6518)  0.000
N (1.0524, 1.7411, -2.4196)  0.006
N (1.9355, 2.6892, -2.0327)  0.012
N (2.0666, 2.5250, -4.1230)  0.003
N (2.5342, 3.1713, -3.0452)  0.002
N (4.2359, 2.0469, 2.5408)  0.000
N (-0.7931, 1.4883, 1.3252)  0.003
C (3.9500, -3.5035, -3.1222)  0.000
C (-4.2747, 0.3664, -1.0278)  -0.004
C (3.8686, 0.4632, 0.6263)  -0.001
C (3.3514, -2.6883, -2.1703)  0.000
C (1.5156, 0.4450, 6.0409)  0.000
C (-4.4052, -0.9941, 1.3787)  0.000
C (-3.2714, -1.0806, 0.5846)  -0.003
C (-1.5984, 3.4533, 2.4361)  -0.001
C (3.4884, -2.9694, -0.8029)  0.000
C (1.2170, 1.6505, 6.6658)  0.000
C (-3.1853, -0.4068, -0.6337)  -0.009
C (-0.1888, -4.4671, -1.3861)  0.000
C (-5.4118, 0.4616, -0.2375)  0.000
C (3.4230, 1.4310, 4.9819)  0.000
C (4.8115, -4.8958, -1.3640)  0.000
C (-0.2864, -4.9456, -2.6862)  -0.003
C (4.6541, -4.6257, -2.7182)  0.000
C (-0.5799, 0.9334, 2.5067)  0.008
C (3.2611, 1.3510, 1.7036)  0.000
C (2.0498, 2.7454, 6.4349)  0.000
C (2.5930, 2.8033, -5.4581)  0.000
C (-1.0793, -2.3219, -2.0814)  -0.018
C (-0.5773, -3.1697, -1.0933)  -0.003
C (2.6134, 0.3283, 5.2003)  0.000
C (-0.8145, 1.5899, 3.7098)  -0.001
C (3.8198, 1.9613, -5.8009)  0.000
C (2.7747, -0.2601, -0.1826)  0.004
C (3.4690, 0.4829, -5.9189)  0.000
C (-1.3187, 2.8773, 3.6690)  0.007
C (-1.1752, -2.8208, -3.3781)  -0.005
C (-1.6536, 3.3221, -0.0757)  0.004
C (-0.7835, -4.1191, -3.6818)  0.000
C (-5.4810, -0.2186, 0.9697)  -0.003
C (4.2534, -4.0628, -0.4089)  0.000
C (1.1240, 1.6715, -3.7231)  0.010
C (3.1453, 2.6441, 5.5966)  0.000
C (4.9708, 2.1802, -4.8248)  0.000
C (0.0137, 1.7800, 7.5559)  0.000
C (-1.3246, 2.7257, 1.2979)  0.009
H (-1.5068, 3.4182, 4.5867)  0.000
H (2.8517, -0.6130, 4.7242)  0.000
H (4.5153, -0.2785, 1.0915)  0.000
H (-0.4522, -2.8057, -0.0800)  0.000
H (2.6317, 0.3166, -6.5997)  0.000
H (-0.1917, 0.8509, 8.0860)  0.000
H (5.1043, -5.2752, -3.4569)  0.000
H (-2.0212, 4.4402, 2.3223)  0.000
H (-2.4415, -1.6887, 0.9289)  0.000
H (-1.9520, 0.1014, -3.0954)  -0.004
H (1.8393, 3.6867, 6.9279)  0.000
H (4.9721, 2.5710, 2.0837)  0.000
H (5.3867, -5.7569, -1.0500)  0.000
H (3.2094, 0.0575, -4.9461)  0.000
H (4.3905, -4.2663, 0.6448)  0.000
H (-0.5981, 1.0864, 4.6398)  0.000
H (5.2043, 3.2377, -4.6987)  0.000
H (4.4824, 1.0582, -0.0537)  0.000
H (0.8901, -0.4221, 6.2164)  0.000
H (-4.4483, -1.5328, 2.3176)  0.000
H (-1.5616, -2.1906, -4.1722)  0.000
H (0.5488, 1.0222, -4.3598)  0.000
H (-6.3673, -0.1463, 1.5868)  0.000
H (0.1516, 2.5699, 8.2933)  0.000
H (4.3188, -0.0833, -6.2994)  0.000
H (2.6392, 0.7573, 2.3779)  0.000
H (-0.8682, -4.4839, -4.6982)  0.000
H (-4.2380, 0.9166, -1.9612)  0.000
H (-0.8796, 2.0286, 6.9770)  0.000
H (4.7347, 1.7697, -3.8420)  0.000
H (0.2058, -5.1024, -0.6023)  0.000
H (4.1276, 2.3256, -6.7873)  0.000
H (3.7934, 3.4938, 5.4278)  0.000
H (1.7777, 2.6031, -6.1540)  0.000
H (-6.2449, 1.0711, -0.5646)  0.000
H (2.8062, 3.8711, -5.4748)  0.000
H (0.0254, -5.9555, -2.9204)  0.000
H (3.8550, -3.2575, -4.1722)  0.000
H (2.6088, 2.1044, 1.2630)  0.000
H (5.8659, 1.6743, -5.1863)  0.000